Entry 1:
54
Properties=species:S:1:pos:R:3 method="wB97M-V/def2-TZVPD" spin_multiplicity=2 relative_energy_kcal_mol=0.00 total_charge=0 s2=0.7600 e_homo_ev="-10.269 / -10.264" gap_ev="9.62 / 4.19"
O -0.486 1.118 0.024
O -0.884 1.321 3.113
O 2.845 3.448 0.458
O 1.593 -1.584 2.182
O -0.193 -0.946 -0.814
O -3.504 0.061 1.788
O 0.443 -3.127 -2.291
O -3.018 1.259 -0.344
O 2.719 -3.352 -0.778
O -2.687 -1.858 -1.279
O -1.235 3.700 -0.453
O -3.542 -2.482 1.132
O 0.768 3.971 1.931
O -0.888 -2.137 1.356
O 3.350 -0.179 0.386
O 1.627 1.180 2.289
O -0.928 -1.403 -4.117
N 0.793 0.961 -1.785
C 1.927 0.306 -2.379
C -0.092 0.380 -0.803
H -0.663 1.284 2.224
H 1.107 1.167 1.482
H 3.905 -0.889 0.472
H 0.140 -2.905 -3.144
H -1.308 2.929 0.065
H 0.254 4.116 1.139
H -3.658 1.119 0.272
H 3.143 2.595 0.363
H -1.889 3.889 -1.040
H 1.966 -3.370 -1.416
H -2.903 -1.012 -1.464
H -0.119 -1.961 1.867
H 1.914 -1.546 1.294
H 1.572 -0.779 -2.583
H -3.322 -2.134 0.235
H -0.197 1.157 3.646
H -0.528 -2.190 0.430
H 2.117 0.802 -3.295
H 2.091 3.613 1.065
H -1.859 -1.822 -0.885
H -2.669 -2.610 1.478
H 2.852 0.253 -1.847
H 2.603 -0.131 -0.177
H -1.759 -1.240 -3.682
H 0.356 3.242 2.415
H -3.395 -0.888 1.465
H 2.376 -3.649 -0.009
H 0.718 1.959 -1.764
H 1.570 -0.688 2.531
H -0.424 -0.770 -3.727
H -2.940 0.109 2.566
H -0.056 -2.520 -1.741
H -2.182 1.180 0.160
H 2.582 1.055 1.990


Entry 2:
104
Properties=species:S:1:pos:R:3 method="wB97M-V/def2-TZVPD" spin_multiplicity=3 relative_energy_kcal_mol=5.87 total_charge=0 s2=2.0812 e_homo_ev="-4.866 / -6.898" gap_ev="4.32 / 4.52"
Pd -0.701 -0.708 0.275
Se -0.652 2.052 -1.825
N -2.727 -0.708 0.102
N 1.303 -0.641 0.505
N 1.770 3.390 -0.753
N 2.121 1.819 -2.318
N -0.538 -1.976 -1.245
N -0.904 0.529 1.941
C 0.156 1.200 2.610
C -2.520 -5.206 -3.795
C -2.734 3.442 3.396
C -2.926 -2.348 -1.800
C -6.341 -1.662 -2.576
C -1.561 -2.511 -2.001
C 5.450 1.090 2.224
C 4.198 3.896 -0.285
C 2.059 -2.902 -4.879
C -5.922 -2.173 -1.160
C -4.981 -0.539 0.581
C -3.360 4.137 2.140
C 3.386 -0.438 1.563
C -4.838 -1.400 -0.486
C 1.991 -0.136 1.604
C -1.742 2.367 3.038
C -2.048 1.238 2.230
C 5.487 3.522 -0.635
C 1.441 -3.882 -3.840
C 0.899 2.489 5.659
C -0.966 -3.278 -3.098
C 3.148 3.267 -0.959
C 0.414 -3.267 -2.940
C -3.645 -0.115 0.936
C 4.437 -0.072 2.586
C 1.479 0.770 2.582
C 1.063 4.267 0.148
C -0.409 2.277 3.362
C 2.256 -1.350 -0.259
C 5.756 2.540 -1.596
C 4.690 1.827 -2.169
C 1.952 -2.011 -1.451
C 3.547 -1.217 0.418
C 0.306 3.122 4.370
C -3.436 -1.499 -0.784
C -3.364 0.864 1.885
C -1.738 -3.938 -4.186
C 4.686 -3.298 -0.503
C -6.200 -0.208 2.888
C 3.393 2.208 -1.863
C 4.791 -1.822 -0.164
C -6.234 -0.197 1.324
C 0.661 -2.377 -1.823
C 1.145 2.510 -1.666
H 4.322 -3.919 0.330
H -6.706 -2.458 -3.233
H -5.581 -3.220 -1.295
H -6.773 -2.208 -0.470
H -3.610 -2.836 -2.501
H -3.269 -5.056 -2.984
H -2.443 -3.183 -4.639
H -7.152 0.151 3.312
H -3.058 -5.600 -4.661
H 6.039 1.375 3.116
H 1.135 3.639 3.812
H 2.351 -1.976 -4.408
H 1.507 1.613 5.419
H 0.076 2.153 6.336
H 4.845 1.053 -2.869
H -5.479 -1.222 -3.062
H 1.148 5.302 -0.144
H 1.910 1.245 -3.101
H 6.318 4.078 -0.192
H 2.887 -3.374 -5.412
H 1.385 4.168 1.179
H -5.987 -1.231 3.288
H -5.417 0.466 3.318
H 1.111 -4.829 -4.338
H 5.638 -1.671 0.510
H 6.186 0.739 1.515
H 5.107 -1.332 -1.074
H -0.330 3.969 4.635
H 6.813 2.313 -1.852
H 2.310 -4.207 -3.213
H 5.714 -3.680 -0.652
H 1.517 3.247 6.200
H 3.910 0.295 3.481
H -6.514 0.847 0.963
H 4.079 4.679 0.471
H 5.035 -0.972 2.955
H 4.082 -3.490 -1.349
H 0.006 4.000 0.156
H -7.067 -0.853 1.042
H 2.204 1.320 3.196
H 4.904 1.949 1.814
H -2.588 4.748 1.652
H -3.576 2.991 3.992
H -7.144 -0.924 -2.476
H 2.751 -2.197 -2.192
H -1.069 -4.186 -5.011
H -3.740 3.387 1.452
H 1.305 -2.554 -5.611
H -1.902 -6.002 -3.441
H -2.291 4.194 4.044
H -4.226 4.779 2.396
H -4.173 1.534 2.292


Entry 3:
39
Properties=species:S:1:pos:R:3 method="wB97M-V/def2-TZVPD" total_charge=0 e_homo_ev=-8.440 gap_ev=7.45
Cl 1.862 1.074 -2.751
Cl 2.750 -1.644 -1.584
Cl 1.950 0.389 3.425
Cl 2.672 -2.063 1.558
O 1.070 2.738 1.712
O 3.228 2.812 -0.327
N 0.760 3.023 -0.960
N -1.743 5.810 -2.832
C 0.409 5.183 -1.972
C -0.924 4.868 -2.279
C -1.206 7.008 -3.428
C 2.324 -0.549 0.909
C 2.375 -0.363 -0.526
C -2.770 3.162 -2.244
C 1.995 0.524 1.735
C 1.202 4.210 -1.374
C -0.468 2.664 -1.348
C -2.994 5.433 -3.432
C 1.016 6.505 -2.243
C 2.056 0.846 -1.085
C -1.363 3.562 -1.954
C -0.001 7.562 -2.687
C 1.661 1.832 1.174
C -3.689 4.329 -2.658
C 2.218 2.057 -0.261
H -3.188 2.668 -1.347
H -0.308 8.121 -1.794
H -0.927 6.818 -4.482
H -4.162 4.729 -1.751
H -0.757 1.621 -1.196
H -3.635 6.325 -3.416
H 2.251 4.418 -1.196
H -2.002 7.767 -3.388
H -2.832 5.101 -4.476
H 1.547 6.837 -1.330
H -2.799 2.403 -3.048
H 1.798 6.405 -3.016
H 0.526 8.246 -3.360
H -4.470 3.916 -3.305


Entry 4:
70
Properties=species:S:1:pos:R:3 method="wB97M-V/def2-TZVPD" relative_energy_kcal_mol=0.00 total_charge=0 e_homo_ev=-8.387 gap_ev=7.81
S -2.718 -0.614 -1.235
F 4.895 2.860 1.092
F 6.976 -1.167 -0.056
O -2.317 -0.333 0.176
O -0.536 -3.048 -0.877
O 0.886 -1.423 -0.389
N 1.263 0.797 1.167
N 1.186 -2.115 1.961
C 0.873 -3.472 3.868
C 2.594 -1.688 5.262
C -1.825 0.637 -4.835
C -0.197 2.585 1.247
C 4.779 1.529 0.858
C 5.960 0.850 0.547
C 1.042 -3.591 5.237
C 1.477 -2.369 3.258
C 4.662 -1.142 0.397
C -4.051 0.537 -1.673
C -3.270 4.198 -1.570
C -2.158 -1.054 -6.423
C -2.024 0.277 -6.139
C -1.432 0.079 -2.355
C -3.474 4.465 -0.171
C 1.935 -2.748 5.889
C -2.047 -2.012 -5.397
C 2.108 2.973 0.922
C 0.428 -2.947 1.300
C -3.885 3.481 0.692
C -3.446 2.903 -1.988
C 0.005 -4.186 1.788
C 2.271 -1.437 3.957
C 0.840 3.443 1.073
C 2.290 1.602 0.993
C 0.218 -2.496 -0.123
C 3.552 0.887 0.858
C -1.813 -1.638 -4.112
C 0.048 1.252 1.243
C 0.197 -4.476 3.112
C 3.496 -0.522 0.751
C -3.784 1.870 -1.111
C 5.876 -0.502 0.292
C -1.674 -0.276 -3.783
C -3.974 2.185 0.252
Be 1.755 -0.884 0.754
H -4.256 1.358 0.853
H -3.912 0.473 -2.741
H 6.904 1.315 0.519
H 2.773 -0.657 3.414
H -3.259 2.679 -3.020
H -1.759 1.670 -4.530
H -2.026 0.975 -6.922
H 2.966 3.617 0.701
H 0.703 4.548 1.020
H -2.090 -3.049 -5.705
H 2.113 -2.800 6.959
H -0.495 -4.830 1.120
H -2.894 4.947 -2.203
H 4.581 -2.247 0.213
H -0.700 0.498 1.366
H -4.170 3.733 1.717
H -1.192 2.931 1.439
H 3.314 -1.086 5.856
H -0.558 -0.475 -2.067
H -2.223 -1.389 -7.440
H -3.405 5.510 0.174
H -1.320 1.144 -2.216
H 0.636 -4.432 5.769
H -0.117 -5.338 3.680
H -4.937 0.004 -1.301
H -1.665 -2.373 -3.363


Entry 5:
17
Properties=species:S:1:pos:R:3 method="wB97M-V/def2-TZVPD" relative_energy_kcal_mol=114.39 total_charge=0 e_homo_ev="-8.774 / -8.750" gap_ev="6.59 / 6.01"
N 2.144 -2.359 -0.077
N 0.885 -0.633 -0.278
N -1.317 -0.227 2.290
C -2.674 -0.646 -1.131
C -1.079 0.893 0.046
C 1.392 -0.849 -1.514
C 2.187 -1.933 -1.372
C 1.349 -1.535 0.585
C -1.776 0.354 -1.072
C -1.144 0.358 1.321
H 1.183 -1.478 1.675
H -3.096 -1.172 -0.347
H -0.256 1.673 0.027
H -1.646 0.915 -1.971
H -2.929 -0.943 -2.135
H 2.865 -2.417 -2.095
H 1.098 -0.200 -2.266


Entry 6:
177
Properties=species:S:1:pos:R:3 method="wB97M-V/def2-TZVPD" relative_energy_kcal_mol=0.00 total_charge=0 e_homo_ev=-9.864 gap_ev=10.14
P 0.291 -1.183 1.162
P 6.414 -2.442 -2.265
P -1.443 1.786 4.753
P -4.909 3.254 -2.188
P -5.347 -1.546 2.380
P 3.902 -7.085 1.096
P -6.773 4.515 3.152
P 0.249 3.543 -3.188
P 3.780 0.394 -6.585
O 5.180 -6.961 0.167
O 2.547 1.064 -7.307
O 5.015 1.048 -7.336
O -1.213 -1.195 1.626
O -0.874 4.302 -3.985
O 4.964 -2.600 3.995
O 6.957 -3.755 -2.601
O -5.367 4.746 -2.368
O -4.894 2.421 -3.393
O 0.740 -2.640 1.538
O 3.801 -1.065 -6.635
O 2.824 -6.161 0.750
O 7.423 -1.246 -2.455
O -6.712 -2.344 2.302
O -2.513 2.729 5.055
O 0.329 4.378 -1.851
O -3.540 3.440 -1.432
O -6.195 3.775 1.878
O 4.247 0.961 1.731
O -5.505 -0.567 3.611
O -1.597 0.329 5.356
O -0.001 2.199 5.256
O 0.068 2.111 -2.960
O 5.141 -1.963 -3.059
O 5.978 -2.320 -0.751
O -4.365 -2.618 2.998
O -4.961 -0.965 1.091
O 4.384 -6.850 2.592
O -6.427 3.943 4.444
O -8.328 4.550 2.820
O 0.143 -1.182 -0.435
O 3.508 -8.617 1.022
O -3.017 -2.057 -3.985
O -5.819 2.649 -1.054
O 3.133 -5.731 5.363
O 1.139 -0.094 1.658
O -6.348 5.997 2.804
O -1.144 1.496 3.221
O 3.853 0.965 -5.109
O 1.598 3.846 -3.998
C -2.726 2.291 -1.137
C 8.306 -1.203 -3.571
C -1.067 3.989 -5.393
C 3.582 1.967 1.024
C -6.932 7.115 3.461
C -4.731 5.642 -3.265
C -3.723 -3.502 2.070
C -3.064 -1.337 -2.766
C -6.015 0.765 3.426
C -0.436 2.474 2.468
C 4.148 -2.876 -3.576
C 1.189 -0.622 -1.211
C 1.924 5.192 -4.308
C 6.226 1.379 -6.654
C 5.368 -3.423 2.913
C 2.459 2.477 -7.431
C -7.187 2.359 -1.294
C 2.801 0.517 -4.203
C 4.876 -7.850 3.484
C -4.774 3.662 1.708
C 2.130 -2.945 1.616
C -2.079 -0.340 0.875
C -7.894 -1.829 1.675
C 4.488 -9.621 0.657
C 1.371 3.947 -0.956
C -2.812 -0.375 5.025
C 2.208 -4.715 4.895
C 5.555 -5.666 -0.317
C -9.106 3.434 3.222
C 0.188 2.651 6.594
C 5.356 -1.120 -0.261
H -4.284 6.450 -2.679
H 2.123 -4.878 3.824
H 0.864 -0.667 -2.250
H -4.543 4.299 0.856
H 2.281 -0.410 -4.424
H -2.145 2.022 -2.017
H -2.978 0.083 1.312
H -7.290 1.582 -2.056
H -2.487 -0.970 0.082
H 4.316 -3.836 -3.092
H 4.240 -9.988 -0.334
H -6.497 7.348 4.431
H -1.348 4.921 -5.868
H -5.917 1.279 4.377
H -0.530 2.282 1.402
H -7.670 -0.836 1.284
H -7.084 0.735 3.191
H -5.502 1.271 2.616
H 4.318 -10.419 1.380
H 0.172 3.738 6.666
H -3.873 5.180 -3.756
H -3.412 1.494 -0.846
H 2.292 4.501 -1.138
H 2.279 1.377 -3.810
H -8.230 -2.518 0.907
H 4.248 -2.870 -4.658
H 5.344 -0.369 -1.052
H 9.012 -0.402 -3.362
H 2.109 2.926 -6.501
H 5.731 -5.714 -1.387
H 3.449 0.201 -3.370
H 5.515 -9.280 0.736
H -8.757 3.051 4.184
H 8.860 -2.137 -3.671
H 6.270 2.471 -6.618
H -4.221 3.983 2.592
H 4.872 -4.864 -0.044
H 6.506 -5.360 0.130
H 2.634 -3.756 5.172
H -0.596 2.283 7.258
H 1.549 2.882 -1.108
H 4.265 2.806 0.889
H 2.662 2.317 1.506
H 2.321 -3.927 1.174
H -9.104 2.603 2.512
H 1.244 -4.927 5.356
H 1.378 5.902 -3.682
H -1.597 0.515 0.402
H -4.072 -1.135 -2.388
H 3.139 -2.541 -3.335
H 4.969 -3.142 4.787
H 6.219 -4.068 3.161
H -0.655 3.519 2.697
H -3.096 -0.899 5.932
H 4.571 -4.124 2.637
H 1.406 0.423 -0.986
H -4.449 2.652 1.465
H 2.145 -1.153 -1.147
H 3.612 0.279 1.982
H -8.651 -1.741 2.454
H 4.709 -8.886 3.177
H 1.788 5.431 -5.363
H -2.022 2.549 -0.350
H -7.706 3.240 -1.672
H -6.898 7.970 2.791
H -2.689 -3.643 2.384
H -10.150 3.708 3.363
H 3.614 -5.374 6.113
H -4.229 -4.465 2.070
H 0.622 2.330 2.710
H -2.902 -2.986 -3.781
H -0.174 3.531 -5.814
H 7.781 -1.006 -4.507
H 3.249 1.693 0.010
H 1.143 2.261 6.936
H 2.524 -3.008 2.628
H -1.859 3.243 -5.415
H 5.941 -7.674 3.610
H 4.323 -1.303 0.025
H -2.512 -0.400 -2.805
H 7.096 1.026 -7.200
H 3.421 2.910 -7.715
H 5.921 -0.736 0.582
H -3.596 0.261 4.630
H -5.433 6.083 -3.967
H -2.619 -1.965 -1.984
H 4.253 -7.798 4.376
H 2.712 -2.235 1.029
H -2.615 -1.107 4.240
H 1.046 4.095 0.070
H 2.973 5.403 -4.086
H -3.662 -3.106 1.057
H -7.998 6.926 3.625
H 5.675 -2.819 2.064
H 1.787 2.702 -8.257
H -7.625 1.972 -0.380
H 6.242 1.039 -5.621